{
  "formula": "C4H5NO",
  "method": "the ωB97M-V functional and the def2-TZVPD basis",
  "gap_ev": 8.39,
  "total_charge": 0,
  "homo_ev": -7.6568,
  "multiplicity": 1,
  "species": ["O", "C", "C", "N", "C", "C", "H", "H", "H", "H", "H"],
  "xyz": [[-1.3762, -0.2831, -0.9670], [-0.6501, 1.0369, -0.2971], [0.3001, 0.1487, -0.9625], [1.0538, -0.5540, -0.0886], [0.5769, -0.2539, 1.2140], [-0.4278, 0.6274, 1.1237], [-1.7751, 0.1462, -1.7361], [0.5602, 0.1294, -2.0171], [1.6127, -1.3629, -0.3139], [1.0715, -0.6916, 2.0724], [-0.9458, 1.0568, 1.9723]]
}



{
  "formula": "C4H5NO",
  "method": "the ωB97M-V functional and the def2-TZVPD basis",
  "smiles": "N#CC[C@H]1CO1",
  "gap_ev": 11.71,
  "total_charge": 0,
  "homo_ev": -10.8073,
  "multiplicity": 1,
  "species": ["N", "C", "C", "C", "C", "O", "H", "H", "H", "H", "H"],
  "xyz": [[0.5641, -2.2462, -0.9503], [-0.2782, -1.5307, -0.6081], [-1.1030, -0.4321, -0.0928], [-0.0977, 0.4421, 0.6577], [1.1050, 0.8623, -0.0477], [0.0791, 1.7941, 0.2957], [-1.8990, -0.8043, 0.5598], [-1.5739, 0.1098, -0.9201], [-0.0335, 0.2395, 1.7262], [2.0474, 0.9185, 0.4926], [1.1898, 0.6469, -1.1130]]
}



{
  "formula": "C4H5NO",
  "method": "the ωB97M-V functional and the def2-TZVPD basis",
  "smiles": "N#CCCC=O",
  "gap_ev": 11.24,
  "total_charge": 0,
  "homo_ev": -10.5549,
  "multiplicity": 1,
  "species": ["O", "C", "C", "C", "C", "N", "H", "H", "H", "H", "H"],
  "xyz": [[1.5949, -0.6101, 1.5726], [1.2813, 0.4516, 1.0908], [0.1907, 0.6164, 0.0621], [-0.4575, -0.7208, -0.2995], [-1.5266, -0.5511, -1.2869], [-2.3694, -0.3930, -2.0631], [1.7918, 1.3895, 1.3927], [0.6186, 1.1014, -0.8252], [-0.5466, 1.3253, 0.4612], [-0.8708, -1.1996, 0.5936], [0.2937, -1.4096, -0.6984]]
}



{
  "formula": "C4H5NO",
  "method": "the ωB97M-V functional and the def2-TZVPD basis",
  "gap_ev": 8.08,
  "total_charge": 0,
  "homo_ev": -8.1895,
  "multiplicity": 1,
  "species": ["O", "C", "C", "N", "C", "C", "H", "H", "H", "H", "H"],
  "xyz": [[1.2096, -0.6085, -1.3484], [1.1051, 0.2190, 0.7671], [0.5268, -0.8562, -0.1324], [-0.9049, -0.5217, -0.3067], [-1.1095, 0.6548, 0.2622], [0.0577, 1.1300, 0.8845], [2.0800, -0.2792, -1.0598], [0.5951, -1.9111, 0.1701], [-1.6066, -1.0795, -0.7708], [-2.0830, 1.1412, 0.1955], [0.1296, 2.1113, 1.3386]]
}